(1)
ORCA calculation (ωB97M-V/def2-TZVPD) on a cluster of 6 separate species, CH13O5S in total at a distorted geometry.

Geometry as XYZ:
```
20
Properties=species:S:1:pos:R:3:forces:R:3:mulliken_charge:R:1
C -0.745710 -0.921974 2.199578 0.4 0.8 0.3 -0.920
S -0.238383 0.750497 1.655217 0.2 0.2 -0.2 -0.597
H -0.347705 -1.007050 3.203875 -0.1 -0.4 0.3 0.297
H -0.326071 -1.723243 1.601361 -0.1 -0.2 -0.2 0.276
H -1.821461 -0.967088 2.247591 -0.4 -0.3 -0.1 0.280
H -1.819072 1.111411 -0.153808 -0.2 0.0 0.7 0.204
H -1.828626 0.500459 -1.478925 -0.4 -0.3 -0.2 0.386
O -2.449633 0.925165 -0.869051 0.4 0.2 -0.3 -0.675
H -1.107441 -1.417842 -0.481443 0.0 0.1 -0.1 0.299
H -0.057514 -1.509837 -1.598381 0.0 -0.1 0.1 0.415
O -0.990416 -1.701167 -1.396829 0.0 0.0 0.0 -0.664
H 2.202978 -1.525014 1.391930 0.4 -0.4 -0.3 0.308
H 1.610455 -0.232045 1.043069 0.2 0.3 -0.5 0.253
O 2.311553 -0.863447 0.697894 -0.5 0.2 0.9 -0.716
H 2.008457 -0.662765 -1.094669 -0.1 -0.1 -0.1 0.417
H 1.110501 0.060091 -2.118104 0.2 0.3 0.1 0.363
O 1.702049 -0.699310 -2.020079 -0.2 -0.1 -0.1 -0.745
H -0.353729 2.440602 -1.393934 -0.1 -0.1 0.0 0.328
H 0.453534 1.617340 -0.388442 -0.2 -0.2 -0.2 0.200
O 0.420651 1.871228 -1.336381 0.2 0.2 0.1 -0.710
```
Positions in Å, forces in eV/Å.

The HOMO energy comes out at -4.06 eV. The HOMO-LUMO gap is 0.283 Eh. For the energy relative to the best compared isomer or geometry (same formula, charge and spin), the calculation gives 14.7 kJ/mol. As for the LUMO energy: 3.7 eV. As for the total charge: -1.

(2)
ORCA calculation (ωB97M-V/def2-TZVPD) on a structure of composition C40H34AsBrN3O2Pt.

Geometry as XYZ:
```
82
Properties=species:S:1:pos:R:3:forces:R:3:mulliken_spin:R:1
Pt -0.657652 0.206890 1.924566 -0.2 0.2 -0.3 1.166
O 1.629383 -4.624402 2.580855 0.0 -0.1 0.0 0.000
C 0.594769 -4.748282 1.683274 -0.1 0.0 -0.1 -0.002
C 0.502645 -5.829465 0.820980 0.0 0.0 0.0 0.001
C -0.574301 -5.918226 -0.050608 0.0 -0.1 0.0 -0.001
C -1.536325 -4.922992 -0.068510 -0.1 0.0 0.0 -0.002
C -1.424845 -3.840324 0.794358 0.0 0.0 0.0 -0.006
C -0.366753 -3.737704 1.682276 0.1 -0.1 0.0 0.010
C -0.321109 -2.612380 2.710184 -0.1 0.1 0.0 0.011
O -1.319260 -1.695025 2.518432 0.2 0.1 0.0 0.234
N 1.028356 -1.977066 2.707274 0.1 0.1 0.1 -0.011
N 1.171073 -0.683976 2.468072 0.0 -0.1 0.1 0.090
C 2.318925 -0.113053 2.409191 -0.1 0.0 0.0 0.027
C 2.463800 1.289162 2.017282 0.1 0.1 0.0 0.003
Br 1.067396 2.489715 2.544258 0.0 -0.1 0.0 0.058
C 3.510982 1.715671 1.307769 -0.1 0.0 0.1 -0.008
C 3.838661 3.062412 0.818180 0.0 0.0 0.0 0.003
C 3.722769 4.200949 1.615843 0.0 0.0 0.0 0.007
C 4.063893 5.445018 1.109038 0.0 0.0 0.0 0.002
C 4.523416 5.566877 -0.194847 0.0 0.0 0.0 0.000
C 4.657435 4.436602 -0.988489 0.0 0.0 0.0 0.000
C 4.327199 3.190833 -0.481962 0.0 0.0 0.0 -0.001
H 2.167834 -5.423115 2.570692 0.0 0.0 0.0 0.000
H 1.262024 -6.604522 0.842491 0.0 0.0 0.0 0.000
H -0.656585 -6.772735 -0.710822 0.0 0.0 0.0 0.000
H -2.382382 -4.993048 -0.740923 0.0 0.0 0.0 0.000
H -2.176576 -3.061042 0.802248 0.0 0.0 0.0 0.002
H -0.437813 -3.046284 3.713402 0.0 -0.1 0.0 0.024
H 1.845523 -2.570943 2.673908 0.0 0.0 0.0 0.001
H 3.226270 -0.687508 2.576516 0.0 0.0 0.0 -0.003
H 4.214212 0.935398 1.022643 0.0 0.0 0.0 -0.002
H 3.392694 4.112481 2.642295 0.0 0.0 0.0 -0.004
H 3.982710 6.322149 1.738250 0.0 0.0 0.0 0.000
H 4.793101 6.539785 -0.585726 0.0 0.0 0.0 0.000
H 5.028237 4.524022 -2.001885 0.0 0.0 0.0 0.000
H 4.436740 2.308202 -1.101701 0.0 0.0 0.0 0.000
C -6.730704 2.131101 1.124120 0.0 0.0 0.0 0.000
C -5.304703 1.710389 1.301944 0.0 0.0 0.0 -0.001
C -4.249487 2.593531 1.082432 0.0 0.0 0.0 0.002
C -2.952632 2.171473 1.284127 0.0 0.0 0.0 0.017
N -2.654174 0.931722 1.687007 0.0 0.0 0.1 0.088
C -3.656124 0.068293 1.902035 0.0 0.0 0.0 0.007
C -4.977249 0.423015 1.717753 0.0 0.0 0.0 0.000
H -6.810417 3.026922 0.510802 0.0 0.0 0.0 0.000
H -7.175181 2.349590 2.097696 0.0 0.0 0.0 0.000
H -7.319896 1.336960 0.666180 0.0 0.0 0.0 0.000
H -4.433085 3.609190 0.756119 0.0 0.0 0.0 0.000
H -2.112905 2.834375 1.119138 0.0 0.0 0.0 -0.005
H -3.359235 -0.921882 2.224921 0.0 0.0 0.0 -0.006
H -5.749843 -0.313112 1.900543 0.0 0.0 0.0 0.000
C 1.852218 3.957100 -2.872297 0.0 0.0 0.0 0.003
C 1.020480 4.191424 -1.786872 0.0 0.0 0.0 0.000
C 0.486306 3.121679 -1.083923 0.0 0.0 0.0 -0.001
C 0.780714 1.818828 -1.472155 0.0 0.1 0.0 0.025
C 1.628911 1.583803 -2.549984 -0.1 0.0 0.0 0.013
C 2.158833 2.656850 -3.250937 0.0 0.0 0.0 0.001
As -0.015541 0.351819 -0.515199 -0.1 -0.5 0.2 0.171
C 0.986821 -1.223717 -0.976042 0.1 0.1 0.0 0.044
C 2.300431 -1.522370 -0.649933 0.0 0.0 0.0 0.006
C 2.822274 -2.758953 -1.001235 0.0 0.0 0.0 -0.007
C 2.027919 -3.680596 -1.672808 0.0 0.0 0.0 0.008
C 0.721118 -3.372066 -2.016403 0.0 0.0 0.0 -0.004
C 0.188466 -2.134690 -1.672407 0.1 0.0 0.0 -0.020
C -1.176937 -1.665840 -1.980354 -0.1 0.0 0.0 0.022
C -2.153675 -2.386170 -2.659888 0.0 0.0 0.0 -0.006
C -3.396657 -1.815310 -2.888692 0.0 0.0 0.0 0.008
C -3.681864 -0.529175 -2.445550 0.0 0.0 0.0 -0.004
C -2.719139 0.198003 -1.759500 0.0 0.0 0.0 0.012
C -1.476498 -0.374028 -1.538416 0.0 0.2 0.0 0.012
H 2.269262 4.791785 -3.421490 0.0 0.0 0.0 0.000
H 0.795169 5.205414 -1.482841 0.0 0.0 0.0 0.000
H -0.147943 3.308993 -0.225053 0.0 0.0 0.0 0.002
H 1.861243 0.569729 -2.850825 0.0 0.0 0.0 0.004
H 2.809903 2.476677 -4.096873 0.0 0.0 0.0 0.000
H 2.920826 -0.795784 -0.139312 0.0 0.0 0.0 0.002
H 3.849185 -3.003038 -0.759583 0.0 0.0 0.0 0.000
H 2.435788 -4.647230 -1.940297 0.0 0.0 0.0 0.000
H 0.120942 -4.099342 -2.546446 0.0 0.0 0.0 0.001
H -1.950272 -3.388350 -3.016485 0.0 0.0 0.0 0.000
H -4.151914 -2.376205 -3.423561 0.0 0.0 0.0 0.000
H -4.654205 -0.093790 -2.638191 0.0 0.0 0.0 0.000
H -2.942976 1.198909 -1.410071 0.0 0.0 0.0 0.004
```
Positions in Å, forces in eV/Å.

The HOMO energy (spin up / spin down) comes out at -9.60 / -10.47 eV. The HOMO-LUMO gap (spin up / spin down) is 0.268 / 0.250 Eh. As for the LUMO energy (spin up / spin down): -2.3 / -3.7 eV. The spin multiplicity is 3. As for the total charge: +1.

(3)
ORCA calculation (ωB97M-V/def2-TZVPD) on a structure of composition C24H45N2O4SSiTc at a distorted geometry.

Geometry as XYZ:
```
78
Properties=species:S:1:pos:R:3:forces:R:3:mulliken_spin:R:1
Tc 0.984749 0.323871 1.163506 -1.2 0.0 -1.1 0.121
C -1.166508 1.732497 -2.343551 0.1 -0.3 0.1 -0.005
C -1.368937 0.474440 -1.512861 -1.0 0.4 -0.2 -0.012
C -1.982759 -0.631747 -2.358709 0.3 0.0 0.3 0.000
C -2.231777 0.742929 -0.287480 0.3 -0.1 -0.3 0.020
O -0.043809 0.032330 -1.001022 0.1 0.2 1.0 0.057
Si 1.127035 -0.642376 -1.961248 0.2 -1.4 -0.4 -0.053
S 2.629219 -0.143645 -0.357135 0.7 0.3 -0.2 0.724
O 1.503158 0.255807 -3.212772 -0.6 0.2 1.1 0.102
C 2.436541 0.257191 -4.303791 1.8 -0.3 -0.8 -0.007
C 2.557929 1.681508 -4.806978 -0.5 0.0 0.1 -0.004
C 3.807980 -0.222945 -3.780802 -0.7 0.2 0.2 0.022
C 1.973346 -0.720594 -5.377309 -0.6 0.3 0.1 0.027
O 1.040769 -2.194880 -2.249678 0.2 0.9 0.0 0.002
C 0.672442 -3.503833 -1.743009 -0.3 -0.9 -0.1 0.008
C 1.916751 -4.382159 -1.782978 0.0 0.3 0.0 0.000
C 0.134135 -3.369174 -0.323885 0.2 0.1 -0.2 -0.002
C -0.384276 -4.075532 -2.691386 0.2 0.4 0.3 0.000
H -2.126894 2.089314 -2.703892 -0.1 0.0 0.0 -0.001
H -0.539414 1.515122 -3.204873 0.0 0.1 -0.1 0.002
H -0.698918 2.513698 -1.753991 0.1 0.2 0.0 0.002
H -2.935071 -0.294501 -2.764428 0.0 0.1 0.0 0.001
H -2.168983 -1.525041 -1.763918 0.0 -0.1 0.0 -0.001
H -1.332944 -0.879874 -3.196222 0.0 -0.1 -0.2 0.001
H -3.223910 1.050969 -0.599871 -0.1 0.1 -0.1 0.000
H -1.802581 1.542718 0.310203 0.0 0.2 0.0 -0.003
H -2.341528 -0.153828 0.322129 0.0 -0.1 0.1 -0.003
H 2.933323 2.353206 -4.039027 0.1 0.0 0.1 0.001
H 1.586083 2.062376 -5.117736 -0.1 0.0 -0.2 0.000
H 3.234147 1.719293 -5.654419 0.1 0.0 -0.1 0.000
H 4.153387 0.452609 -3.002268 0.2 0.1 0.1 0.000
H 4.531632 -0.227440 -4.588252 0.1 0.0 -0.1 0.001
H 3.715094 -1.229273 -3.381820 0.1 -0.3 0.0 0.000
H 1.012155 -0.398602 -5.775320 -0.1 0.0 -0.1 -0.001
H 1.859025 -1.723772 -4.976721 0.1 -0.1 0.1 0.001
H 2.691640 -0.750262 -6.190832 0.1 0.1 0.0 -0.001
H 2.729097 -3.929406 -1.216567 0.1 0.0 0.1 0.001
H 2.257729 -4.535262 -2.803662 0.0 0.0 -0.1 0.000
H 1.690069 -5.354924 -1.356366 0.0 -0.1 0.1 0.000
H 0.915981 -2.989268 0.337699 0.1 0.0 0.1 0.002
H -0.179089 -4.343531 0.039427 0.0 -0.1 0.1 -0.001
H -0.727976 -2.704825 -0.303308 -0.2 0.1 0.0 0.001
H -0.011237 -4.088503 -3.710394 0.1 0.0 -0.1 0.000
H -1.295811 -3.485876 -2.663133 -0.2 0.0 0.0 0.000
H -0.616327 -5.095173 -2.401503 -0.1 -0.1 0.0 0.000
O 2.883074 0.361020 3.325577 -1.0 0.1 -0.8 0.012
N 2.097034 0.362652 2.501001 1.2 -0.5 0.9 -0.034
C -0.703092 -2.720892 3.917613 0.1 -0.3 0.1 0.001
C -1.200077 -1.321148 3.894455 0.9 0.1 -1.7 0.031
C -2.052832 -0.844834 4.896640 -0.2 0.7 0.0 0.056
C -2.523114 0.477092 4.909990 0.3 0.7 -0.5 0.024
C -3.582405 0.871898 5.863807 -0.5 0.4 0.3 0.001
C -1.971017 1.394572 4.011985 -0.9 0.0 1.3 -0.047
C -1.088046 0.974043 2.988425 0.6 0.7 -1.5 -0.027
C -0.878290 -0.446359 2.865294 0.0 -0.7 0.6 0.096
N -0.362137 1.712628 2.128384 -0.2 -1.6 1.7 -0.054
C -0.107996 3.130577 2.160498 -0.3 1.3 -0.3 0.001
C 0.191151 3.596444 0.728883 0.0 -0.2 -0.1 -0.023
C 1.183077 3.315023 2.998074 0.4 -0.4 0.1 -0.022
C -1.200290 4.037743 2.743464 0.1 -0.3 0.1 -0.001
H -1.263982 -3.331679 4.618316 -0.1 -0.1 0.0 0.000
H 0.337024 -2.721240 4.251741 0.0 0.0 0.0 -0.001
H -0.732741 -3.185887 2.935290 0.0 0.0 -0.1 0.000
H -2.408980 -1.532622 5.648156 0.0 -0.1 0.2 -0.003
H -3.838330 0.052236 6.530989 0.0 0.1 0.1 -0.001
H -4.483632 1.167340 5.315777 0.0 -0.1 0.0 0.001
H -3.308216 1.747432 6.455740 0.1 -0.1 0.1 0.001
H -2.253435 2.425176 4.116995 0.0 0.1 0.0 -0.004
H -0.564159 -0.897389 1.905980 0.4 -0.2 -0.1 -0.023
H 0.879380 2.908965 0.227116 0.0 0.1 -0.1 0.012
H 0.655551 4.579571 0.751442 0.0 0.0 0.1 0.000
H -0.731636 3.683195 0.162323 -0.1 -0.1 -0.1 -0.001
H 2.053721 2.927916 2.469342 0.0 0.1 0.0 0.002
H 1.094381 2.828931 3.964786 0.0 -0.1 0.2 0.001
H 1.332668 4.375241 3.169558 -0.1 0.2 -0.1 -0.001
H -2.188926 3.749957 2.391062 -0.1 0.1 0.0 -0.001
H -1.007600 5.055818 2.410825 0.0 0.0 -0.1 0.001
H -1.170796 4.062946 3.830626 -0.1 0.0 0.1 0.000
```
Positions in Å, forces in eV/Å.

The HOMO energy (spin up / spin down) comes out at -18.31 / -18.05 eV. The HOMO-LUMO gap (spin up / spin down) is 0.193 / 0.168 Eh. As for the LUMO energy (spin up / spin down): -13.1 / -13.5 eV. The spin multiplicity is 2. As for the total charge: +3.

Number 1: total energy -820.3648 Eh. Number 2: total energy -6788.2656 Eh. Number 3: total energy -2119.4294 Eh.